Record 1
The following is a DFT calculation (ωB97M-V with the def2-TZVPD basis set) of a cluster of 3 separate species, C33H52F5IN3O8PS in total.

Cartesian coordinates (Å):
C  2.60858  2.42367  4.37877
C  3.61943  1.30277  4.11216
C  3.65742  0.79722  2.68080
O  2.87386  -0.40041  2.57222
C  2.01393  -0.46019  1.53156
C  0.68586  -0.40553  1.66012
C  -0.08273  -0.25423  2.93265
C  -0.32446  -1.57607  3.61032
N  -1.42099  -2.17354  3.74219
C  -0.05998  -0.61612  0.39879
O  -0.90416  -1.45159  0.26249
C  0.47047  0.21553  -0.73797
C  1.83501  0.08179  -0.91289
C  2.48066  0.62801  -2.03108
C  3.94298  0.30687  -2.24774
C  4.28685  -1.05650  -2.89784
C  5.45966  -0.98887  -3.87930
I  2.61166  -2.06376  -3.79582
C  1.70565  1.39865  -2.93566
P  2.62775  2.10830  -4.37325
O  1.87861  2.77207  -5.43230
O  3.51943  0.90636  -4.90296
O  3.72337  3.01163  -3.65848
C  0.30551  1.58598  -2.72182
C  -0.48052  2.33764  -3.82151
F  -0.18601  1.74723  -4.99262
F  -1.80583  2.21007  -3.66302
C  -0.24104  3.90373  -3.94653
F  -0.22188  4.28032  -5.21094
F  0.87961  4.29259  -3.31878
F  -1.23704  4.56494  -3.33877
C  -0.29958  0.99965  -1.57042
S  -2.00603  1.18123  -0.93379
C  -2.26450  2.91464  -0.81104
O  -1.99171  0.74931  0.44266
O  -2.92444  0.52931  -1.82013
C  2.56925  -0.68047  0.17253
O  3.50337  -1.40977  -0.03967
H  2.14218  2.77053  3.45898
H  3.08411  3.28363  4.83988
H  1.81067  2.11090  5.04656
H  3.42178  0.44842  4.75391
H  4.62041  1.64338  4.36634
H  3.26030  1.55241  2.00062
H  4.67640  0.57230  2.37112
H  -1.03716  0.22210  2.71367
H  0.47895  0.40807  3.59048
H  0.56503  -2.04972  4.02098
H  -2.17893  -1.65578  3.29507
H  4.42846  0.29009  -1.27510
H  4.44360  1.06674  -2.82034
H  4.53791  -1.73374  -2.09828
H  6.18591  -1.75648  -3.62777
H  5.95497  -0.02415  -3.81963
H  5.16005  -1.14683  -4.90797
H  3.01412  0.40848  -5.56205
H  3.57149  3.12643  -2.71573
H  -3.07575  3.21980  -1.45752
H  -1.36532  3.47546  -1.02216
H  -2.54463  3.10591  0.21839
C  -6.22472  1.73692  1.55794
C  -6.86098  3.10247  1.35166
N  -6.40676  3.77192  0.14601
C  -6.77384  5.17628  0.09762
C  -8.26237  5.54262  0.03205
C  -6.58187  3.02481  -1.08766
C  -7.99942  2.57647  -1.47049
H  -5.13604  1.80913  1.54334
H  -6.52779  1.33251  2.52407
H  -6.52710  1.01779  0.79648
H  -6.58953  3.74661  2.19251
H  -7.95691  2.99379  1.39118
H  -6.25881  5.62595  -0.75600
H  -6.34491  5.64755  0.98753
H  -8.69060  5.35098  -0.95053
H  -8.38491  6.60768  0.23735
H  -8.84805  4.99688  0.77214
H  -5.94630  2.13668  -1.04476
H  -6.16754  3.62689  -1.90098
H  -8.53338  2.15337  -0.61873
H  -7.94174  1.80235  -2.23745
H  -8.59812  3.38986  -1.87716
C  3.65617  -7.71376  3.05746
C  2.99416  -6.37466  2.77173
N  3.67449  -5.61123  1.74185
C  3.22974  -4.23229  1.65596
C  1.77619  -3.96032  1.23803
C  3.86407  -6.29695  0.47599
C  2.61929  -6.81561  -0.25858
H  4.71107  -7.57891  3.29982
H  3.16654  -8.19177  3.90652
H  3.58244  -8.39887  2.21257
H  3.01754  -5.76917  3.68177
H  1.92910  -6.54885  2.54704
H  3.89952  -3.69997  0.97864
H  3.39315  -3.77907  2.63976
H  1.61249  -4.12194  0.17168
H  1.53835  -2.91378  1.42593
H  1.06209  -4.57263  1.78862
H  4.53546  -7.14136  0.64895
H  4.41603  -5.61850  -0.17954
H  1.93099  -7.32133  0.42003
H  2.91786  -7.53865  -1.02006
H  2.07243  -6.02032  -0.76264

Calculated values
gap between HOMO and LUMO = 0.23793 hartree
HOMO level = -7.876 eV
structure (SMILES) = [H]/N=C\CC1=C(OCCC)C(=O)c2c(C[C@H](C)I)c(P(=O)(O)O)c(C(F)(F)C(F)(F)F)c(S(C)(=O)=O)c2C1=O.CCN(CC)CC.CCN(CC)CC
F_max = 0.84 eV Å⁻¹
E_LUMO = -1.402 eV
2S+1 = 1

***

Record 2
The following is a DFT calculation (ωB97M-V with the def2-TZVPD basis set) of a cluster of 10 separate species, C33H52O30 in total at a distorted geometry.

Cartesian coordinates (Å):
C  -3.36610  -3.46544  2.96686
C  -4.48922  -2.44287  3.11526
O  -5.28671  -2.94995  4.18706
C  -4.78107  -4.11950  4.62828
O  -5.27155  -4.77718  5.48377
O  -3.65857  -4.44901  3.95357
H  -2.40816  -3.02965  3.24784
H  -3.24507  -3.87804  1.96728
H  -5.14340  -2.30739  2.25161
H  -4.11161  -1.44716  3.34597
C  3.00677  5.53064  -0.48915
C  4.01396  4.57191  0.15058
O  3.16825  3.65075  0.83088
C  2.01985  4.32875  1.16091
O  1.21501  3.92018  1.92848
O  1.94102  5.48419  0.48080
H  2.61644  5.12931  -1.41911
H  3.44838  6.52087  -0.51557
H  4.71856  5.05805  0.82451
H  4.57154  4.06178  -0.63642
C  0.67637  -0.40560  -5.14435
C  1.27966  -0.30483  -3.73290
O  0.16901  0.15470  -2.96220
C  -0.96221  0.18009  -3.69285
O  -2.02594  0.47156  -3.25071
O  -0.70636  -0.14511  -4.97459
H  0.87100  -1.35451  -5.64032
H  1.09325  0.35598  -5.81065
H  2.10073  0.40508  -3.64403
H  1.62298  -1.27516  -3.37267
C  -0.12578  1.13605  0.22229
C  -1.62624  0.98908  0.04292
O  -1.95455  0.01763  1.03391
C  -0.83442  -0.70122  1.30489
O  -0.77452  -1.60903  2.06173
O  0.21620  -0.19712  0.61513
H  0.13066  1.87952  0.98269
H  0.39182  1.36614  -0.70516
H  -1.84642  0.62690  -0.96448
H  -2.19351  1.91508  0.13305
C  2.66597  0.81611  2.64257
C  2.67308  -0.70964  2.70144
O  3.35680  -1.03992  3.90249
C  3.47384  0.10654  4.64144
O  3.94341  0.13298  5.72810
O  2.99603  1.17461  3.96488
H  1.66802  1.08299  2.30391
H  3.34007  1.18043  1.86860
H  3.27148  -1.08892  1.86740
H  1.69276  -1.17415  2.63688
C  -3.47793  1.23838  4.22130
C  -2.65110  2.32598  3.49536
O  -1.29015  1.95674  3.77604
C  -1.25974  0.72912  4.33046
O  -0.28214  0.12493  4.60682
O  -2.51539  0.22142  4.46831
H  -4.20354  0.85237  3.50940
H  -3.90693  1.64719  5.13140
H  -2.77641  3.34232  3.86582
H  -2.81012  2.35141  2.41616
C  3.91684  0.95683  -1.11740
C  4.78378  0.03641  -1.98864
O  4.29332  -1.27742  -1.71548
C  3.11853  -1.20425  -1.05557
O  2.39589  -2.10874  -0.82538
O  2.84378  0.08650  -0.73492
H  3.52131  1.80713  -1.66216
H  4.44394  1.20262  -0.19681
H  5.85838  0.04330  -1.81748
H  4.66345  0.22535  -3.06144
C  -1.56908  3.96691  -1.93761
C  -0.08261  3.93855  -2.12613
O  0.16686  3.60765  -3.50419
C  1.41129  3.35349  -3.84052
O  2.37223  3.33791  -3.09761
O  1.45099  3.11433  -5.15223
C  2.73221  3.06967  -5.76071
H  -2.05208  4.72697  -2.54770
H  -1.89321  4.02576  -0.90053
H  -1.98288  3.01016  -2.28573
H  0.44063  3.25355  -1.45607
H  0.39046  4.90742  -1.93008
H  3.00204  4.04981  -6.15779
H  2.71322  2.37964  -6.60142
H  3.49674  2.75097  -5.05527
C  4.31664  -7.27344  -1.92987
C  2.81147  -7.36349  -1.72114
O  2.25735  -6.12183  -1.30512
C  1.99757  -6.01176  0.00983
O  2.48637  -6.69805  0.86837
O  1.15219  -5.01247  0.17617
C  0.77347  -4.75938  1.53031
H  4.81296  -8.24038  -1.81894
H  4.81174  -6.63709  -1.19498
H  4.55614  -6.89471  -2.92475
H  2.59363  -8.13771  -0.98672
H  2.34897  -7.63851  -2.66760
H  0.43077  -5.69112  1.98369
H  0.03014  -3.97779  1.61968
H  1.64767  -4.46311  2.11615
C  -4.12876  -1.98542  -0.81008
C  -4.61600  -0.57717  -1.04977
O  -5.09646  -0.03830  0.18885
C  -5.39498  1.24968  0.21416
O  -5.29581  2.02878  -0.69782
O  -5.81498  1.55540  1.45026
C  -6.05423  2.93095  1.70073
H  -4.88235  -2.65238  -0.39325
H  -3.24601  -1.95869  -0.16850
H  -3.81189  -2.42346  -1.75843
H  -5.38041  -0.54282  -1.82909
H  -3.79687  0.03653  -1.42352
H  -6.54970  3.42032  0.86308
H  -5.11474  3.47750  1.83652
H  -6.64805  2.97297  2.60674

Calculated values
gap between HOMO and LUMO = 0.37069 hartree
HOMO level = -10.352 eV
structure (SMILES) = CCOC(=O)OC.CCOC(=O)OC.CCOC(=O)OC.O=C1OCCO1.O=C1OCCO1.O=C1OCCO1.O=C1OCCO1.O=C1OCCO1.O=C1OCCO1.O=C1OCCO1
relative energy (zero: lowest compared OMol25 entry of this formula, charge and spin) = 0.0 kcal/mol
F_max = 1.75 eV Å⁻¹
E_LUMO = -0.265 eV
2S+1 = 1

***

Record 3
The following is a DFT calculation (ωB97M-V with the def2-TZVPD basis set) of a cluster of 11 separate species, C33H53Cl15O12 in total at a distorted geometry.

Cartesian coordinates (Å):
C  22.16125  38.26611  -8.04985
C  22.98834  39.01058  -8.82058
C  23.45680  38.45971  -10.16089
O  24.40252  39.02018  -10.70103
C  22.58977  37.30291  -10.61058
C  21.71032  36.67204  -9.80933
C  21.49787  37.01507  -8.36038
O  20.85306  36.23039  -7.62452
O  20.86318  35.74638  -10.33364
O  23.67549  40.16277  -8.37849
H  22.06749  38.56074  -7.01506
H  22.77164  37.07073  -11.64953
H  20.80329  35.84568  -11.28660
H  24.31817  40.51349  -8.99943
C  25.40597  41.09036  -14.68839
C  24.46670  40.80318  -13.71992
C  23.24983  40.05388  -14.01562
O  22.31196  39.88366  -13.22859
C  23.22944  39.63948  -15.40736
C  24.22912  39.78622  -16.35677
C  25.51035  40.58230  -16.03803
O  26.44237  40.79044  -16.79027
O  24.10917  39.32907  -17.63523
O  24.49957  41.36444  -12.42875
H  26.24700  41.65505  -14.31396
H  22.26903  39.24244  -15.70125
H  23.34032  38.75425  -17.64206
H  23.67832  41.15117  -11.97967
C  19.36156  32.22998  -17.03236
Cl  18.09206  33.15494  -16.15648
Cl  20.70184  31.83277  -15.97831
Cl  20.04583  33.21681  -18.31274
H  18.96574  31.32946  -17.50193
C  14.04019  32.83769  -12.87985
Cl  14.58828  34.34482  -12.04281
Cl  12.38624  33.18049  -13.53487
Cl  14.09080  31.39733  -11.76011
H  14.66298  32.56756  -13.73264
C  19.01552  33.37345  -8.12657
Cl  17.76409  34.12787  -6.98023
Cl  18.01988  32.78205  -9.46573
Cl  19.95287  32.04107  -7.32892
H  19.76842  34.02534  -8.56959
C  19.37331  29.59582  -10.92318
Cl  19.55785  29.30954  -9.14223
Cl  20.43650  30.83519  -11.51863
Cl  17.68985  29.97121  -11.39568
H  19.69117  28.66101  -11.38488
C  14.88884  36.19629  -16.38083
Cl  14.99117  34.62621  -15.56434
Cl  16.33473  37.09034  -15.82070
Cl  13.40051  37.04268  -16.05412
H  14.96216  36.13068  -17.46639
C  17.74879  34.03897  -12.63891
C  19.27551  34.14357  -12.72210
O  19.79577  35.44149  -12.92039
C  19.85475  35.97752  -14.20079
C  20.62407  37.31205  -14.12638
H  17.38038  34.38720  -11.67398
H  17.35795  34.44823  -13.57049
H  17.49459  32.99247  -12.80717
H  19.74262  33.70364  -11.84099
H  19.64780  33.56284  -13.56606
H  20.37237  35.23790  -14.81165
H  18.82812  36.14141  -14.52828
H  21.66506  37.21301  -13.81874
H  20.25360  38.10260  -13.47377
H  20.82999  37.82120  -15.06788
C  24.44260  34.38834  -9.36995
C  25.07015  34.39537  -10.78703
O  24.61198  33.37030  -11.57265
C  23.22302  33.32291  -12.05018
C  23.16113  32.40114  -13.21393
H  24.57799  35.39807  -8.98239
H  23.36697  34.26702  -9.24183
H  25.05556  33.79233  -8.69382
H  24.76122  35.31336  -11.28702
H  26.15966  34.39485  -10.81972
H  22.62718  33.01090  -11.19243
H  22.86432  34.24852  -12.50038
H  23.61549  31.46169  -12.89915
H  23.76749  32.59660  -14.09837
H  22.17278  32.12884  -13.58423
C  14.65283  38.24352  -11.76047
C  16.00512  38.87234  -11.74021
O  16.07975  39.61755  -12.94279
C  17.31488  39.99121  -13.35692
C  17.11932  40.97385  -14.53527
H  14.26313  37.97384  -10.77888
H  13.83686  38.85818  -12.14059
H  14.74927  37.38112  -12.42006
H  16.17136  39.47761  -10.84909
H  16.79664  38.13628  -11.59940
H  18.01522  40.42542  -12.64343
H  17.85952  39.11542  -13.70969
H  16.56164  41.88874  -14.33513
H  16.48879  40.46136  -15.26185
H  18.09940  41.03815  -15.00791
C  23.57978  36.05278  -17.20566
C  22.29122  36.01736  -17.86847
O  21.72968  37.32106  -17.73840
C  20.32253  37.37598  -17.95829
C  19.95727  37.13478  -19.42406
H  24.19808  36.94576  -17.29732
H  23.38461  35.92107  -16.14139
H  24.07770  35.11058  -17.43469
H  22.20474  35.76078  -18.92431
H  21.70539  35.20495  -17.43847
H  19.91244  36.58467  -17.33079
H  20.01439  38.35346  -17.58725
H  19.88812  36.09503  -19.74381
H  20.53009  37.76654  -20.10292
H  18.95199  37.51445  -19.60672

Calculated values
gap between HOMO and LUMO = 0.28174 hartree
HOMO level = -9.494 eV
structure (SMILES) = O=C1C=C(O)C(=O)C=C1O.O=C1C=C(O)C(=O)C=C1O.ClC(Cl)Cl.ClC(Cl)Cl.ClC(Cl)Cl.ClC(Cl)Cl.ClC(Cl)Cl.CCOCC.CCOCC.CCOCC.CCOCC
relative energy (zero: lowest compared OMol25 entry of this formula, charge and spin) = 0.0 kcal/mol
F_max = 3.52 eV Å⁻¹
E_LUMO = -1.828 eV
2S+1 = 1